1.
C5H8O2 | ωB97M-V/def2-TZVPD

Each line ends with the natural charge from an NBO analysis.
Atoms and positions in Å:
O  2.719  0.473  0.702  -0.716
C  1.790  -0.415  0.099  -0.093
C  0.414  0.071  0.433  -0.213
C  -0.423  0.588  -0.459  -0.161
C  -1.769  1.164  -0.135  -0.651
C  -1.761  -2.317  0.281  0.510
O  -2.083  -2.433  -0.803  -0.510
H  3.601  0.108  0.574  0.466
H  1.929  -1.439  0.480  0.163
H  1.917  -0.449  -0.995  0.159
H  0.126  0.014  1.483  0.200
H  -1.715  2.256  -0.149  0.224
H  -0.107  0.657  -1.502  0.192
H  -2.528  0.867  -0.868  0.216
H  -2.109  0.857  0.860  0.214

Properties
F_max ... 1.3 eV/Å
LUMO ... 1.0 eV
HOMO ... -9.5 eV
Charge ... 0
Energy above the lowest of the compared OMol25 structures with the same formula, charge and spin ... 133.39 kJ/mol
Kohn-Sham gap ... 0.3864 Ha

2.
C5H8O2 | ωB97M-V/def2-TZVPD

Each line ends with the natural charge from an NBO analysis.
Atoms and positions in Å:
C  1.722  0.837  -0.100  -0.631
C  0.743  -0.073  0.586  0.082
O  -0.132  0.648  1.465  -0.521
C  -1.222  -0.161  1.142  0.002
C  -1.369  0.161  -0.740  -0.530
C  -0.397  -0.720  -0.169  0.261
O  -0.155  -1.985  -0.621  -0.665
H  1.206  1.659  -0.604  0.216
H  2.403  1.259  0.647  0.225
H  2.308  0.277  -0.833  0.220
H  1.233  -0.886  1.135  0.191
H  -2.144  0.286  1.540  0.226
H  -2.130  -0.283  -1.398  0.213
H  -1.233  1.226  -0.793  0.227
H  -0.832  -2.248  -1.258  0.482

Properties
F_max ... 2.0 eV/Å
LUMO ... 0.8 eV
HOMO ... -7.7 eV
Charge ... 0
Energy above the lowest of the compared OMol25 structures with the same formula, charge and spin ... 404.86 kJ/mol
Kohn-Sham gap ... 0.3117 Ha

3.
C5H8O2 | ωB97M-V/def2-TZVPD

Each line ends with the natural charge from an NBO analysis.
Atoms and positions in Å:
O  -2.600  0.589  0.592  -0.527
C  -1.739  1.096  -0.079  0.444
C  -0.533  0.419  -0.612  -0.336
C  -0.193  -1.060  -0.373  -0.439
C  1.222  -0.704  0.142  0.106
O  1.607  -1.224  1.391  -0.699
C  0.864  0.810  0.037  -0.415
H  -1.830  2.120  -0.533  0.100
H  -0.974  0.602  -1.636  0.235
H  -0.823  -1.597  0.342  0.226
H  -0.182  -1.598  -1.322  0.221
H  2.034  -0.997  -0.532  0.181
H  0.864  -1.140  2.004  0.465
H  0.713  1.212  1.053  0.216
H  1.572  1.470  -0.473  0.223

Properties
F_max ... 2.1 eV/Å
LUMO ... 0.8 eV
HOMO ... -9.8 eV
Charge ... 0
Energy above the lowest of the compared OMol25 structures with the same formula, charge and spin ... 196.52 kJ/mol
Kohn-Sham gap ... 0.3906 Ha
SMILES ... O=C[C@H]1C[C@@H](O)C1

4.
C5H8O2 | ωB97M-V/def2-TZVPD

Each line ends with the natural charge from an NBO analysis.
Atoms and positions in Å:
O  1.611  1.807  0.165  -0.698
C  0.475  1.115  0.623  0.109
C  0.547  -0.438  0.613  -0.471
C  -0.595  -0.432  -0.470  0.236
C  -1.357  -1.626  -1.094  -0.156
O  -0.175  -1.099  -1.634  -0.497
C  -0.742  1.067  -0.348  -0.469
H  1.844  1.453  -0.704  0.463
H  0.264  1.544  1.607  0.181
H  1.493  -0.814  0.187  0.227
H  0.410  -0.910  1.591  0.221
H  -1.299  -2.149  -0.151  0.188
H  -2.109  -1.818  -1.905  0.216
H  -0.574  1.546  -1.309  0.225
H  -1.681  1.410  0.099  0.225

Properties
F_max ... 2.5 eV/Å
LUMO ... 1.0 eV
HOMO ... -9.4 eV
Charge ... 0
Energy above the lowest of the compared OMol25 structures with the same formula, charge and spin ... 354.49 kJ/mol
Kohn-Sham gap ... 0.3798 Ha
SMILES ... O[C@H]1C[C@]2(CO2)C1